--- one ---
The following is a DFT calculation (ωB97M-V/def2-TZVPD) of a cluster of 2 separate species, C2H9NO in total.

Geometry (Å):
C1 1.210 -1.061 0.521
C2 1.573 -2.311 -0.204
H1 0.218 -0.628 0.189
H2 1.126 -1.301 1.589
H3 1.975 -0.338 0.531
H4 0.877 -3.216 -0.086
H5 2.612 -2.589 0.047
H6 1.510 -2.087 -1.289
N1 -1.797 1.361 0.264
O1 -0.934 2.025 -0.600
H7 -2.726 1.749 0.169
H8 -1.855 0.463 -0.175
H9 -0.383 2.459 0.080

Computed properties:
LUMO energy	1.10	eV
frontier orbital gap	10.995	eV
multiplicity	1

--- two ---
The following is a DFT calculation (ωB97M-V/def2-TZVPD) of a cluster of 2 separate species, C2H9NO in total.

Geometry (Å):
C1 -0.246 -1.365 0.071
N1 0.107 -0.016 -0.334
C2 -0.693 0.840 -1.192
H1 0.548 -1.908 0.559
H2 -1.059 -1.422 0.811
H3 -0.609 -2.027 -0.789
H4 1.021 -0.110 -0.752
H5 -1.455 0.432 -1.862
H6 0.004 1.332 -1.892
H7 -1.169 1.577 -0.511
O1 1.434 0.607 1.995
H8 0.844 0.787 1.233
H9 1.271 1.274 2.663

Computed properties:
LUMO energy	0.95	eV
frontier orbital gap	10.108	eV
multiplicity	1

--- three ---
The following is a DFT calculation (ωB97M-V/def2-TZVPD) of a cluster of 2 separate species, C2H9NO in total.

Geometry (Å):
C1 -0.234 2.004 0.601
C2 -1.536 1.225 0.447
N1 -1.728 0.310 1.570
H1 0.597 1.322 0.752
H2 -0.056 2.593 -0.312
H3 -0.350 2.723 1.400
H4 -2.318 1.976 0.437
H5 -1.563 0.713 -0.513
H6 -2.704 0.132 1.758
H7 -1.293 -0.576 1.355
O1 3.000 -2.939 -2.289
H8 3.351 -3.836 -2.327
H9 2.918 -2.782 -1.341

Computed properties:
LUMO energy	0.80	eV
frontier orbital gap	10.073	eV
multiplicity	1

Structures ranked by computed energy, the most stable listed first: three, two, one.

--- one ---
The following is a DFT calculation (ωB97M-V/def2-TZVPD) of a cluster of 3 separate species, C2H9NO in total.

Geometry (Å):
H1 -6.193 -3.657 1.621
H2 -6.270 -3.537 2.376
C1 1.079 -1.432 -0.587
C2 0.924 0.023 -0.584
O1 1.638 -0.637 -1.643
H3 0.367 -2.092 -1.134
H4 1.497 -1.982 0.254
H5 -0.106 0.287 -0.602
H6 1.446 0.438 0.250
N1 1.308 2.996 0.193
H7 1.009 2.486 -0.621
H8 2.314 3.148 0.251
H9 0.988 3.958 0.226

Computed properties:
LUMO energy	1.11	eV
frontier orbital gap	11.187	eV
multiplicity	1

--- two ---
The following is a DFT calculation (ωB97M-V/def2-TZVPD) of a cluster of 2 separate species, C2H9NO in total.

Geometry (Å):
N1 1.161 0.281 -0.474
C1 2.132 -0.175 0.561
O1 3.597 0.110 0.438
H1 1.377 1.310 -0.586
H2 1.389 -0.072 -1.416
H3 1.804 0.367 1.494
H4 2.083 -1.215 0.638
H5 3.884 0.331 -0.469
C2 -3.439 -0.222 -0.068
H6 -3.141 0.311 -1.077
H7 -2.641 -0.390 0.693
H8 -4.068 -1.155 -0.193
H9 -4.137 0.520 0.460

Computed properties:
LUMO energy	0.89	eV
frontier orbital gap	11.181	eV
multiplicity	1

--- three ---
The following is a DFT calculation (ωB97M-V/def2-TZVPD) of a cluster of 2 separate species, C2H9NO in total.

Geometry (Å):
C1 -1.683 -0.901 -1.310
O1 -1.958 -0.022 -0.280
C2 -0.864 0.901 -0.066
H1 -0.954 -0.417 -2.071
H2 -1.155 -1.868 -1.107
H3 -2.601 -1.274 -1.769
H4 -1.058 1.143 0.958
H5 0.079 0.457 -0.016
H6 -0.897 1.713 -0.763
N1 2.904 -0.089 1.711
H7 2.627 0.647 2.359
H8 2.035 -0.482 1.354
H9 3.525 0.192 0.999

Computed properties:
LUMO energy	0.84	eV
frontier orbital gap	10.714	eV
multiplicity	1

Structures ranked by computed energy, the most stable listed first: two, three, one.

--- one ---
The following is a DFT calculation (ωB97M-V/def2-TZVPD) of a cluster of 2 separate species, C2H9NO in total.

Geometry (Å):
C1 -0.895 -2.548 -1.692
N1 -0.189 -1.279 -1.642
C2 -0.459 -0.408 -0.513
H1 -1.321 -2.705 -2.675
H2 -0.221 -3.356 -1.394
H3 -1.740 -2.547 -1.002
H4 -0.196 -0.786 -2.520
H5 -1.434 0.106 -0.520
H6 0.304 0.391 -0.503
H7 -0.296 -0.964 0.405
O1 1.558 3.684 3.278
H8 0.774 3.694 3.850
H9 1.209 3.363 2.436

Computed properties:
LUMO energy	0.72	eV
frontier orbital gap	9.255	eV
multiplicity	1

--- two ---
The following is a DFT calculation (ωB97M-V/def2-TZVPD) of a cluster of 3 separate species, C2H9NO in total.

Geometry (Å):
C1 1.141 0.443 -0.276
N1 0.529 -0.015 -1.486
C2 -1.560 -1.176 -0.412
H1 2.225 0.515 -0.434
H2 0.913 -0.333 0.534
H3 0.770 1.327 0.236
H4 -0.633 -0.637 -0.917
H5 -2.574 -0.907 -0.715
H6 -1.435 -2.211 -0.748
H7 -1.424 -1.011 0.659
H8 -0.265 0.932 2.783
H9 0.095 0.874 -1.784
O1 0.112 0.745 1.905

Computed properties:
LUMO energy	-3.42	eV
frontier orbital gap	4.691	eV
multiplicity	1

Structures ranked by computed energy, the most stable listed first: one, two.

--- one ---
The following is a DFT calculation (ωB97M-V/def2-TZVPD) of the molecule C3H9N3.

Geometry (Å):
C1 -2.650 -0.250 0.116
N1 -1.240 -0.197 -0.205
C2 -0.535 0.945 -0.060
N2 0.745 0.991 -0.041
N3 1.315 -0.300 -0.091
C3 2.755 -0.181 0.133
H1 -3.100 -1.219 -0.132
H2 -3.188 0.574 -0.439
H3 -2.854 -0.049 1.185
H4 -0.718 -1.032 0.017
H5 -1.116 1.881 0.010
H6 1.183 -0.632 -1.037
H7 3.211 0.448 -0.638
H8 2.990 0.203 1.101
H9 3.202 -1.182 0.081

Computed properties:
LUMO energy	1.07	eV
frontier orbital gap	9.108	eV
multiplicity	1

--- two ---
The following is a DFT calculation (ωB97M-V/def2-TZVPD) of the molecule C3H9N3.

Geometry (Å):
H1 2.609 -0.591 0.790
N1 1.781 -1.003 0.358
C1 0.983 -0.101 -0.076
N2 1.091 1.278 0.118
N3 -0.127 -0.484 -0.818
C2 -1.436 0.124 -0.574
C3 -1.981 -0.085 0.837
H2 1.981 1.572 0.492
H3 0.807 1.828 -0.677
H4 -0.143 -1.499 -0.855
H5 -1.374 1.197 -0.772
H6 -2.130 -0.275 -1.320
H7 -1.293 0.325 1.590
H8 -2.950 0.424 0.955
H9 -2.116 -1.146 1.064

Computed properties:
LUMO energy	0.97	eV
frontier orbital gap	9.819	eV
multiplicity	1

Structures ranked by computed energy, the most stable listed first: two, one.

--- one ---
The following is a DFT calculation (ωB97M-V/def2-TZVPD) of a cluster of 2 separate species, C3H9N3 in total.

Geometry (Å):
C1 -2.359 1.065 0.448
N1 -1.297 1.113 -0.552
H1 -1.672 1.283 -1.478
H2 -0.104 0.001 -0.311
H3 -1.903 0.954 1.429
H4 -2.992 1.960 0.454
H5 -2.988 0.194 0.257
C2 2.276 -2.150 -0.419
C3 1.584 0.503 0.657
N2 1.110 -1.737 -0.189
N3 0.898 -0.361 -0.008
H6 2.415 -3.208 -0.590
H7 2.491 0.041 1.102
H8 -0.618 1.847 -0.319
H9 3.157 -1.506 -0.483

Computed properties:
LUMO energy	1.07	eV
frontier orbital gap	9.014	eV
multiplicity	1

--- two ---
The following is a DFT calculation (ωB97M-V/def2-TZVPD) of the molecule C3H9N3.

Geometry (Å):
C1 2.780 -0.046 0.077
N1 1.431 -0.770 -0.272
C2 0.454 0.077 -0.195
N2 -0.939 -0.247 -0.286
C3 -1.843 0.878 -0.009
N3 -1.367 -1.518 0.032
H1 3.493 -0.149 -0.911
H2 2.652 1.065 0.322
H3 3.191 -0.609 1.023
H4 0.533 1.230 -0.141
H5 -2.315 0.790 1.080
H6 -2.697 0.697 -0.714
H7 -1.307 1.786 -0.245
H8 -2.053 -1.679 -0.803
H9 -2.013 -1.506 1.041

Computed properties:
LUMO energy	0.81	eV
frontier orbital gap	9.277	eV
multiplicity	1

Structures ranked by computed energy, the most stable listed first: two, one.

--- one ---
The following is a DFT calculation (ωB97M-V/def2-TZVPD) of a structure of composition C3H9N3.

Geometry (Å):
C1 -1.044 -0.255 0.079
C2 1.864 -0.574 -0.315
N1 -0.712 0.878 -0.686
N2 -2.420 -0.301 0.384
C3 1.246 0.704 0.269
N3 0.420 1.523 -0.447
H1 -1.482 1.468 -0.981
H2 -2.822 -1.224 0.445
H3 -2.697 0.270 1.170
H4 -0.636 -1.206 -0.241
H5 0.174 0.105 0.940
H6 2.006 1.289 0.789
H7 2.018 -1.336 0.454
H8 1.250 -1.005 -1.106
H9 2.835 -0.337 -0.755

Computed properties:
LUMO energy	0.92	eV
frontier orbital gap	8.574	eV
multiplicity	1

--- two ---
The following is a DFT calculation (ωB97M-V/def2-TZVPD) of the molecule C3H9N3.

Geometry (Å):
C1 0.253 -1.314 0.519
C2 1.275 -2.023 -0.293
C3 -0.127 2.122 -0.023
N1 -0.741 -0.670 -0.057
N2 -1.554 0.137 0.630
N3 -1.561 1.324 -0.056
H1 -0.585 -0.408 -1.038
H2 0.193 -1.446 1.586
H3 -2.268 1.903 0.397
H4 2.278 -1.671 -0.047
H5 1.118 -1.876 -1.361
H6 1.259 -3.096 -0.090
H7 0.322 2.241 0.975
H8 0.568 1.680 -0.742
H9 -0.430 3.098 -0.399

Computed properties:
LUMO energy (spin up / spin down)	0.87 / 0.98	eV
frontier orbital gap (spin up / spin down)	7.196 / 7.701	eV
multiplicity	1

Structures ranked by computed energy, the most stable listed first: one, two.